Here is a molecular structure, C20H28N2O5S from OMol25. Energies are from ωB97M-V/def2-TZVPD.

```
56
Properties=species:S:1:pos:R:3
C -3.38 5.83 1.25
H -3.38 5.36 2.11
O -2.33 6.64 0.99
C -1.05 5.86 0.78
C -0.86 4.49 0.66
C 0.39 3.76 0.71
C 1.62 4.49 0.58
C 1.26 5.93 0.33
C 0.04 6.51 0.51
H 0.03 7.68 0.54
H 2.04 6.45 0.36
H 2.27 3.97 0.30
C 0.47 2.43 0.60
N -0.71 1.55 1.03
C -0.13 0.30 0.83
C 1.34 0.32 0.84
O 1.70 1.78 0.62
C 2.42 -0.64 0.70
H 2.36 -0.99 1.63
H 2.09 -1.43 0.05
H 3.23 -0.15 0.26
C -0.94 -1.07 1.25
H -0.41 -1.82 1.45
H -1.71 -0.85 1.97
S -2.00 -1.24 -0.71
O -0.71 -1.52 -1.47
C -2.37 -2.79 -0.14
C -1.77 -3.83 0.63
O -1.81 -4.46 1.71
N -0.43 -4.09 -0.06
C 0.31 -5.14 0.33
C 1.84 -4.65 0.35
H 1.85 -3.70 1.12
H 2.56 -5.39 0.92
C 2.58 -4.36 -0.90
O 1.78 -3.16 -1.28
C 2.10 -2.90 -2.94
C 2.25 -1.47 -2.77
H 2.95 -0.99 -2.46
H 1.16 -1.19 -2.54
H 2.38 -1.15 -3.95
C 1.14 -3.80 -3.40
H 1.36 -3.60 -4.68
H 1.18 -4.72 -3.43
H 0.06 -3.28 -3.44
H 3.20 -3.19 -3.07
H 2.47 -5.09 -1.53
H 3.74 -4.05 -0.74
H -0.07 -5.47 1.24
H 0.39 -6.12 -0.33
H -0.26 -3.49 -0.89
H -2.99 -3.23 -1.02
H -3.48 -2.43 0.57
H -1.70 3.85 1.09
H -4.10 6.65 1.35
H -3.64 5.12 0.57
```

Values from the calculation:
Net charge   0
Energy relative to the best compared isomer or geometry (same formula, charge and spin)   2065.8 kJ/mol
Kohn-Sham gap   7.0 eV
HOMO energy   -7.52 eV
LUMO energy   -0.48 eV
E   -1662.07758 Ha

***

Here is a single C20H28N4O4 molecule from OMol25. Energies are from ωB97M-V/def2-TZVPD.

```
56
Properties=species:S:1:pos:R:3
C -1.08 3.68 0.02
C -1.30 2.30 -0.57
C -2.79 2.03 -0.82
C -0.76 1.23 0.37
O -0.72 1.43 1.57
N -0.42 0.01 -0.16
C 0.24 -0.95 0.71
C -0.22 -0.18 -1.57
C 1.10 0.43 -2.07
O 1.77 1.16 -1.36
N 1.43 0.13 -3.35
C 2.71 0.54 -3.92
C 3.06 -0.58 -4.92
C 3.69 -0.02 -6.19
N 4.13 -1.04 -7.11
C 3.41 -1.41 -8.20
O 2.31 -0.96 -8.46
C 4.07 -2.46 -9.04
C 3.80 -3.85 -9.05
N 4.57 -4.49 -9.89
O 5.36 -3.52 -10.47
C 5.06 -2.32 -9.95
C 5.80 -1.17 -10.48
C 5.27 -0.45 -11.71
C 5.23 0.22 -10.37
C 1.74 -1.30 -5.19
C 1.21 -2.23 -4.13
C 0.74 -0.80 -4.19
H -0.02 3.87 0.18
H -1.47 4.44 -0.65
H -1.58 3.77 0.98
H -0.76 2.25 -1.52
H -2.97 1.05 -1.26
H -3.33 2.08 0.13
H -3.20 2.78 -1.49
H -0.09 -0.78 1.73
H -0.03 -1.96 0.39
H 1.32 -0.83 0.67
H -0.21 -1.25 -1.78
H -1.04 0.24 -2.15
H 2.61 1.50 -4.44
H 3.44 0.67 -3.13
H 3.77 -1.28 -4.46
H 2.96 0.60 -6.71
H 4.54 0.62 -5.93
H 5.03 -1.48 -6.98
H 3.08 -4.41 -8.47
H 6.88 -1.26 -10.42
H 5.99 -0.12 -12.44
H 4.34 -0.81 -12.11
H 4.26 0.33 -9.91
H 5.92 1.02 -10.18
H 1.45 -1.46 -6.22
H 0.53 -3.01 -4.44
H 1.87 -2.49 -3.31
H -0.28 -0.57 -4.48
```

Values from the calculation:
Net charge   0
Energy relative to the best compared isomer or geometry (same formula, charge and spin)   360.2 kJ/mol
Kohn-Sham gap   9.5 eV
Structure (SMILES)   CC(C)C(=O)N(C)CC(=O)N1C[C@H](CNC(=O)c2cnoc2C2CC2)[C@H]2C[C@H]21
HOMO energy   -9.05 eV
LUMO energy   0.43 eV
E   -1298.84571 Ha

***

Here is a single C20H28N4O6S molecule from OMol25. Energies are from ωB97M-V/def2-TZVPD.

```
59
Properties=species:S:1:pos:R:3
C -0.02 1.14 5.55
H 0.54 2.04 5.33
H -1.03 1.41 5.86
C -0.04 0.25 4.31
N -0.51 0.89 3.11
S 0.63 1.73 2.26
O -0.04 2.51 1.25
O 1.51 2.44 3.15
C 1.55 0.41 1.49
C 2.82 0.11 1.94
C 3.51 -0.94 1.35
C 2.93 -1.66 0.31
C 1.63 -1.35 -0.14
C 0.94 -0.31 0.47
H -0.05 -0.03 0.18
N 1.06 -2.14 -1.14
C 1.82 -3.01 -1.87
O 1.35 -3.72 -2.74
C 3.30 -3.01 -1.55
H 3.71 -4.00 -1.75
O 3.64 -2.69 -0.22
H 3.77 -2.29 -2.24
C -0.29 -1.91 -1.61
H -0.97 -1.76 -0.77
H -0.56 -2.80 -2.18
C -0.30 -0.67 -2.50
O 0.68 0.06 -2.57
N -1.42 -0.43 -3.22
C -2.64 -1.20 -3.23
H -2.97 -1.26 -4.27
C -3.72 -0.52 -2.37
H -3.77 -0.98 -1.38
H -4.69 -0.64 -2.85
C -3.38 0.96 -2.20
C -2.36 1.11 -1.06
O -2.16 0.20 -0.26
N -1.75 2.29 -0.94
H -1.91 3.04 -1.59
H -1.09 2.43 -0.18
H -4.27 1.51 -1.89
C -2.87 1.51 -3.54
C -1.54 0.84 -3.91
H -1.48 0.67 -4.99
H -0.69 1.45 -3.61
H -2.75 2.59 -3.51
H -3.63 1.29 -4.29
H -2.45 -2.22 -2.88
H 4.50 -1.21 1.67
H 3.25 0.70 2.73
C -1.92 1.15 2.91
C -2.37 2.54 3.33
H -3.42 2.68 3.09
H -2.23 2.70 4.40
H -1.79 3.29 2.79
H -2.11 1.01 1.84
H -2.48 0.38 3.46
H -0.66 -0.64 4.49
H 0.98 -0.09 4.10
H 0.46 0.62 6.38
```

Values from the calculation:
Net charge   0
Energy relative to the best compared isomer or geometry (same formula, charge and spin)   40.5 kJ/mol
Kohn-Sham gap   9.0 eV
Structure (SMILES)   CCN(CC)S(=O)(=O)c1ccc2c(c1)N(CC(=O)N1CCC(C(N)=O)CC1)C(=O)CO2
HOMO energy   -8.40 eV
LUMO energy   0.61 eV
E   -1847.63010 Ha

***

Here is a single C20H28N4O6S molecule from OMol25. Energies are from ωB97M-V/def2-TZVPD.

```
59
Properties=species:S:1:pos:R:3
C -0.20 3.09 1.09
C 0.93 2.62 1.99
O 1.93 1.90 1.29
C 1.72 0.61 0.91
C 0.60 -0.13 1.26
C 0.45 -1.43 0.80
C 1.43 -2.00 0.00
C 2.58 -1.29 -0.33
C 2.73 0.03 0.12
O 3.83 0.76 -0.28
C 4.62 1.40 0.72
C 4.75 2.89 0.41
H 3.77 3.36 0.46
H 5.40 3.36 1.14
H 5.16 3.03 -0.58
H 5.61 0.93 0.68
H 4.19 1.25 1.71
O 3.44 -1.99 -1.11
C 4.77 -1.55 -1.35
C 5.47 -2.65 -2.14
H 6.49 -2.35 -2.35
H 5.47 -3.57 -1.56
H 4.94 -2.82 -3.07
H 5.29 -1.37 -0.40
H 4.76 -0.61 -1.93
H 1.36 -3.02 -0.35
C -0.80 -2.14 1.16
O -1.37 -1.97 2.23
N -1.28 -2.99 0.21
H -0.89 -2.91 -0.72
C -2.65 -3.46 0.28
C -3.55 -2.34 -0.13
N -3.62 -1.86 -1.34
N -4.40 -0.77 -1.32
C -4.79 -0.60 -0.08
N -4.28 -1.57 0.73
C -4.45 -1.70 2.15
H -3.47 -1.83 2.61
H -4.92 -0.79 2.53
H -5.09 -2.55 2.38
S -5.72 0.75 0.48
C -5.31 1.86 -0.89
C -3.82 1.81 -1.16
O -2.97 1.69 -0.31
O -3.57 1.95 -2.45
C -2.21 1.82 -2.85
H -2.18 2.10 -3.90
H -1.58 2.48 -2.26
H -1.88 0.79 -2.72
H -5.60 2.87 -0.58
H -5.86 1.57 -1.79
H -2.85 -3.77 1.31
H -2.76 -4.31 -0.40
H -0.19 0.28 1.87
H 1.47 3.48 2.40
H 0.55 2.02 2.83
H 0.21 3.65 0.25
H -0.78 2.26 0.70
H -0.86 3.75 1.65
```

Values from the calculation:
Net charge   0
Energy relative to the best compared isomer or geometry (same formula, charge and spin)   235.1 kJ/mol
Kohn-Sham gap   9.0 eV
Structure (SMILES)   CCOc1cc(C(=O)NCc2nnc(SCC(=O)OC)n2C)cc(OCC)c1OCC
HOMO energy   -8.36 eV
LUMO energy   0.68 eV
E   -1847.55596 Ha